# C6H9N

A single C6H9N molecule (the ωB97M-V functional and the def2-TZVPD basis, the OMol25 dataset).

electronic energy = -288.6534 Eh

Atoms and positions in Å:
C 2.230 0.349 0.580
C 1.017 -1.080 -1.040
C -0.308 -1.271 -0.804
C -0.998 -0.144 -0.167
C -2.441 -0.143 0.228
C -0.117 0.847 0.021
N 1.179 0.372 -0.460
H 1.861 -0.274 1.397
H 3.126 -0.102 0.151
H 2.431 1.361 0.941
H -0.826 -2.191 -1.059
H -2.761 0.822 0.632
H -2.618 -0.912 0.989
H -3.075 -0.389 -0.631
H -0.209 1.827 0.473
H 1.509 0.929 -1.250

# C6H9N

A single C6H9N molecule (the ωB97M-V functional and the def2-TZVPD basis, the OMol25 dataset).

SMILES string = CC#CC[C@H]1CN1
electronic energy = -288.6257 Eh

Atoms and positions in Å:
C 1.877 1.006 1.116
C 2.028 -0.355 0.604
C 1.434 -1.241 0.040
C 0.127 -1.548 -0.551
C -0.929 -0.493 -0.129
C -1.235 0.905 -0.597
N -1.907 -0.243 -1.173
H 2.470 1.750 0.583
H 1.999 1.090 2.195
H 0.814 1.167 0.873
H -0.270 -2.510 -0.210
H 0.182 -1.566 -1.642
H -1.297 -0.647 0.891
H -0.607 1.508 -1.251
H -1.829 1.515 0.095
H -2.858 -0.339 -0.845

Listing LUMO level for the structures above in their given order: 0.821; 0.957 eV.
Listing E_HOMO for the structures above in their given order: -8.031; -9.123 eV.